Model a:
Formula: C3H5I
Source: the OMol25 dataset
Level of theory: ωB97M-V/def2-TZVPD

The geometry in XYZ format:
```
9
Properties=species:S:1:pos:R:3
I -2.734 0.056 -0.019
C -0.629 -0.148 -0.587
C 0.423 -0.558 0.365
C 0.548 0.857 0.046
H -0.612 -0.545 -1.531
H 1.003 -1.359 -0.032
H 0.310 -0.835 1.361
H 0.342 1.452 0.906
H 1.349 1.081 -0.508
```

SMILES string: IC1CC1
Charge: 0
HOMO energy, eV: -9.10
Frontier orbital gap, eV: 9.621


Model b:
Formula: C3H5I
Source: the OMol25 dataset
Level of theory: ωB97M-V/def2-TZVPD

The geometry in XYZ format:
```
9
Properties=species:S:1:pos:R:3
C -1.480 -0.207 -0.138
C 0.246 -0.124 -0.086
C 1.349 0.560 0.491
I 3.296 -0.099 -0.051
H -1.776 0.377 -1.058
H -1.634 -1.366 -0.102
H -2.019 0.213 0.722
H 0.494 -0.875 -0.827
H 1.524 1.521 1.049
```

SMILES string: C/C=C/I
Charge: 0
HOMO energy, eV: -8.82
Frontier orbital gap, eV: 9.279


Which of them is most stable, and which least? Most stable: model a; least stable: model b.


Model a:
Formula: C3H3ClS
Source: the OMol25 dataset
Level of theory: ωB97M-V/def2-TZVPD

The geometry in XYZ format:
```
8
Properties=species:S:1:pos:R:3
C 1.074 0.857 1.876
C 1.437 1.455 0.894
C -0.626 -1.561 -0.683
S -0.415 -0.778 -1.932
Cl -2.450 -0.294 -2.777
H 0.475 0.177 2.404
H 1.842 1.970 0.083
H -1.338 -1.826 0.136
```

Charge: 0
HOMO energy, eV: -9.49
Frontier orbital gap, eV: 8.619


Model b:
Formula: C3H3ClS
Source: the OMol25 dataset
Level of theory: ωB97M-V/def2-TZVPD

The geometry in XYZ format:
```
8
Properties=species:S:1:pos:R:3
S 2.213 -1.285 0.098
C 2.550 0.150 -0.655
Cl 2.715 1.591 0.191
H 2.856 0.160 -1.761
C -2.659 -0.313 1.114
C -2.335 0.176 0.041
H -3.185 -0.726 2.044
H -2.155 0.247 -1.073
```

SMILES string: S=CCl.C#C
Charge: 0
HOMO energy (spin up / spin down), eV: -9.28 / -9.28
Frontier orbital gap (spin up / spin down), eV: 8.541 / 8.540


Which of them is most stable, and which least? Most stable: model b; least stable: model a.


Model a:
Formula: C4H14O3
Source: the OMol25 dataset
Level of theory: ωB97M-V/def2-TZVPD

The geometry in XYZ format:
```
21
Properties=species:S:1:pos:R:3
C -0.429 -1.396 -1.644
C 0.468 -0.234 -2.022
C -0.174 1.098 -1.720
C 0.706 2.254 -2.204
O -0.477 1.242 -0.329
H -1.299 -1.430 -2.246
H -0.742 -1.274 -0.608
H -0.004 -2.402 -1.699
H 1.419 -0.321 -1.517
H 0.647 -0.311 -3.100
H -1.113 1.190 -2.258
H 0.758 3.022 -1.436
H 1.660 1.869 -2.547
H 0.271 2.732 -3.050
H 0.370 1.497 0.061
O 2.104 0.109 2.336
H 2.341 -0.252 3.188
H 1.982 1.060 2.345
O -2.660 -2.724 6.512
H -2.341 -3.311 5.817
H -3.489 -2.417 6.121
```

SMILES string: CC[C@H](C)O.O.O
Charge: 0
HOMO energy, eV: -10.19
Frontier orbital gap, eV: 10.825


Model b:
Formula: C4H14O3
Source: the OMol25 dataset
Level of theory: ωB97M-V/def2-TZVPD

The geometry in XYZ format:
```
21
Properties=species:S:1:pos:R:3
C 3.104 -0.999 -2.060
C 2.679 -2.066 -1.213
C 1.466 -1.988 -0.754
C 0.747 -2.767 0.270
H 3.000 -1.227 -3.116
H 2.526 -0.056 -1.956
H 4.030 -0.734 -1.588
H 3.318 -2.880 -0.943
H 0.870 -1.125 -1.145
H -0.287 -2.805 0.155
H 0.869 -2.279 1.270
H 1.127 -3.782 0.301
O -1.347 1.295 -0.731
H -0.503 1.691 -0.428
H -2.014 1.940 -0.577
O -1.988 5.264 1.642
H -1.998 4.485 1.041
H -1.556 4.809 2.359
O -2.984 -0.314 2.073
H -2.997 -0.309 1.066
H -3.816 -0.768 2.224
```

SMILES string: C/C=C/C.O.O.O
Charge: 0
HOMO energy, eV: -9.06
Frontier orbital gap, eV: 9.239


Which of them is most stable, and which least? Most stable: model a; least stable: model b.


Model a:
Formula: C4H14O3
Source: the OMol25 dataset
Level of theory: ωB97M-V/def2-TZVPD

The geometry in XYZ format:
```
21
Properties=species:S:1:pos:R:3
C -1.332 -0.503 -1.341
C -1.738 0.651 -0.842
C -1.233 1.956 -1.414
C -2.334 0.749 0.542
H -1.476 -1.421 -0.786
H -0.844 -0.542 -2.307
H -1.894 2.338 -2.194
H -0.212 1.916 -1.768
H -1.312 2.738 -0.652
H -3.053 1.585 0.534
H -1.588 0.983 1.289
H -2.926 -0.131 0.775
O 0.475 -1.921 1.342
H -0.304 -2.262 1.784
H 1.152 -2.601 1.302
O 2.518 0.361 1.048
H 1.966 -0.428 0.943
H 1.963 1.104 0.795
O 4.076 -1.932 0.232
H 3.839 -1.183 -0.337
H 4.258 -1.454 1.054
```

SMILES string: C=C(C)C.O.O.O
Charge: 0
HOMO energy, eV: -9.29
Frontier orbital gap, eV: 9.802


Model b:
Formula: C4H14O3
Source: the OMol25 dataset
Level of theory: ωB97M-V/def2-TZVPD

The geometry in XYZ format:
```
21
Properties=species:S:1:pos:R:3
C 1.360 -0.503 1.971
C 0.382 -0.999 0.942
C 0.922 -0.951 -0.481
C -0.074 -1.471 -1.494
O 1.250 0.428 -0.806
H 2.296 -1.064 1.953
H 1.627 0.545 1.848
H 0.967 -0.597 2.988
H -0.563 -0.455 0.953
H 0.117 -2.038 1.145
H 1.843 -1.526 -0.516
H 0.346 -1.395 -2.506
H -1.006 -0.909 -1.450
H -0.320 -2.520 -1.299
H 2.142 0.440 -1.163
O -0.625 2.325 0.159
H 0.027 1.725 -0.246
H -0.306 3.211 -0.033
O -2.738 0.490 -0.240
H -3.571 0.794 0.136
H -2.129 1.232 -0.088
```

SMILES string: CC[C@@H](C)O.O.O
Charge: 0
HOMO energy, eV: -10.60
Frontier orbital gap, eV: 11.253


Which of them is most stable, and which least? Most stable: model b; least stable: model a.


Model a:
Formula: C19H24N4O3
Source: the OMol25 dataset
Level of theory: ωB97M-V/def2-TZVPD

The geometry in XYZ format:
```
50
Properties=species:S:1:pos:R:3
H 0.516 5.913 -3.387
N 0.519 5.512 -4.318
C 0.093 4.325 -4.308
N -0.036 3.493 -5.399
C -0.543 2.274 -5.000
C -0.714 2.332 -3.678
C -1.279 1.287 -2.803
O -1.803 0.309 -3.321
N -1.225 1.447 -1.462
C -0.372 2.361 -0.683
C -0.124 1.585 0.609
C 1.039 0.611 0.469
C -1.474 0.865 0.784
N -1.493 -0.251 1.702
C -1.368 -0.055 3.039
O -1.303 1.063 3.520
C -1.388 -1.290 3.923
C -0.961 -2.631 3.313
C 0.356 -2.602 2.572
C 1.518 -2.157 3.202
C 2.718 -2.130 2.511
C 2.774 -2.538 1.184
C 1.631 -2.986 0.535
C 1.678 -3.443 -0.897
C 0.435 -3.017 1.248
C -1.825 0.413 -0.629
O -0.334 3.595 -3.226
H 0.199 3.785 -6.329
H -0.750 1.461 -5.672
H 0.552 2.577 -1.215
H -0.889 3.305 -0.500
H 0.052 2.260 1.446
H 0.908 -0.050 -0.393
H 1.975 1.154 0.328
H 1.143 -0.013 1.356
H -2.203 1.597 1.136
H -1.348 -1.173 1.329
H -2.406 -1.374 4.314
H -0.761 -1.039 4.779
H -1.739 -2.997 2.637
H -0.906 -3.362 4.123
H 1.481 -1.829 4.234
H 3.616 -1.781 3.005
H 3.715 -2.500 0.647
H 0.763 -3.179 -1.428
H 2.520 -2.997 -1.426
H 1.788 -4.528 -0.955
H -0.464 -3.375 0.752
H -1.385 -0.564 -0.861
H -2.897 0.338 -0.808
```

SMILES string: [H]/N=c1/[nH]cc(C(=O)N2C[C@H](C)[C@H](NC(=O)CCc3cccc(C)c3)C2)o1
Charge: 0
HOMO energy, eV: -8.26
Frontier orbital gap, eV: 8.885


Model b:
Formula: C19H24N4O3
Source: the OMol25 dataset
Level of theory: ωB97M-V/def2-TZVPD

The geometry in XYZ format:
```
50
Properties=species:S:1:pos:R:3
H 5.866 5.250 -0.238
N 6.768 4.789 -0.196
C 6.644 3.534 -0.220
N 7.664 2.609 -0.181
C 7.143 1.334 -0.228
C 5.815 1.453 -0.287
C 4.830 0.363 -0.400
O 5.238 -0.776 -0.598
N 3.512 0.639 -0.297
C 2.855 1.873 0.162
C 1.510 1.375 0.689
C 1.610 0.906 2.135
C 1.214 0.223 -0.289
N 0.202 -0.719 0.127
C -1.116 -0.391 0.105
O -1.496 0.704 -0.271
C -2.073 -1.494 0.521
C -3.363 -0.956 1.164
C -4.612 -1.547 0.561
C -5.389 -2.467 1.251
C -6.525 -3.007 0.660
C -6.888 -2.632 -0.622
C -6.122 -1.710 -1.335
C -6.505 -1.314 -2.735
C -4.993 -1.178 -0.728
C 2.568 -0.457 -0.469
O 5.481 2.807 -0.288
H 8.630 2.875 -0.131
H 7.739 0.440 -0.225
H 3.441 2.364 0.934
H 2.728 2.572 -0.667
H 0.745 2.146 0.601
H 2.385 0.145 2.257
H 1.862 1.743 2.788
H 0.665 0.487 2.480
H 0.891 0.662 -1.236
H 0.481 -1.601 0.520
H -1.570 -2.213 1.170
H -2.320 -2.029 -0.400
H -3.379 0.125 1.018
H -3.348 -1.142 2.239
H -5.110 -2.758 2.257
H -7.130 -3.720 1.205
H -7.778 -3.051 -1.077
H -6.048 -0.366 -3.016
H -6.175 -2.067 -3.455
H -7.586 -1.217 -2.837
H -4.392 -0.448 -1.263
H 2.740 -1.230 0.288
H 2.689 -0.927 -1.444
```

SMILES string: [H]/N=c1/[nH]cc(C(=O)N2C[C@H](C)[C@H](NC(=O)CCc3cccc(C)c3)C2)o1
Charge: 0
HOMO energy, eV: -8.32
Frontier orbital gap, eV: 8.886


Which of them is most stable, and which least? Most stable: model a; least stable: model b.


Model a:
Formula: C19H24N4O3
Source: the OMol25 dataset
Level of theory: ωB97M-V/def2-TZVPD

The geometry in XYZ format:
```
50
Properties=species:S:1:pos:R:3
C -4.016 -3.215 4.008
C -2.799 -2.429 3.814
C -1.799 -1.789 3.658
C -0.590 -0.996 3.421
C -0.823 0.135 2.422
N -1.318 -0.440 1.188
C -1.459 0.212 0.016
O -1.155 1.393 -0.148
C -1.982 -0.606 -1.088
N -2.353 -1.913 -0.952
C -2.763 -2.312 -2.123
N -2.673 -1.299 -3.046
C -2.990 -1.284 -4.382
C -2.807 -0.152 -5.084
C -2.289 1.017 -4.448
C -1.976 1.007 -3.130
C -2.169 -0.184 -2.392
C 0.505 0.895 2.339
O 0.798 1.635 3.261
N 1.305 0.660 1.281
C 2.503 1.443 1.013
C 2.125 2.804 0.438
O 1.475 2.704 -0.813
C 3.408 0.634 0.093
C 4.737 1.306 -0.214
C 5.652 0.406 -1.034
H -4.861 -2.562 4.221
H -4.243 -3.793 3.113
H -3.895 -3.904 4.843
H -0.241 -0.557 4.355
H 0.202 -1.654 3.050
H -1.549 0.848 2.819
H -1.671 -1.388 1.219
H -3.130 -3.293 -2.375
H -3.376 -2.202 -4.799
H -3.056 -0.139 -6.135
H -2.146 1.920 -5.024
H -1.585 1.877 -2.627
H 0.947 0.088 0.534
H 3.006 1.609 1.969
H 1.506 3.337 1.168
H 3.027 3.396 0.284
H 0.586 2.351 -0.656
H 3.594 -0.337 0.564
H 2.881 0.436 -0.847
H 4.565 2.236 -0.759
H 5.234 1.579 0.723
H 6.600 0.899 -1.252
H 5.871 -0.522 -0.502
H 5.186 0.143 -1.986
```

SMILES string: CC#CC[C@H](NC(=O)c1ncn2ccccc12)C(=O)N[C@H](CO)CCC
Charge: 0
HOMO energy, eV: -8.30
Frontier orbital gap, eV: 8.552


Model b:
Formula: C19H24N4O3
Source: the OMol25 dataset
Level of theory: ωB97M-V/def2-TZVPD

The geometry in XYZ format:
```
50
Properties=species:S:1:pos:R:3
H -7.103 5.742 7.081
N -7.680 6.398 6.566
C -7.530 6.264 5.322
N -8.164 6.990 4.336
C -7.750 6.557 3.095
C -6.861 5.581 3.295
C -6.181 4.777 2.265
O -6.546 4.885 1.100
N -5.189 3.933 2.625
C -4.454 3.865 3.898
C -3.095 3.303 3.482
C -2.155 4.401 3.003
C -3.505 2.336 2.354
N -2.446 1.882 1.486
C -1.700 0.780 1.770
O -1.891 0.108 2.767
C -0.671 0.418 0.712
C 0.537 -0.329 1.283
C 1.148 -1.278 0.286
C 2.275 -0.929 -0.447
C 2.803 -1.809 -1.382
C 2.209 -3.041 -1.593
C 1.077 -3.414 -0.872
C 0.416 -4.745 -1.112
C 0.565 -2.523 0.062
C -4.576 3.110 1.591
O -6.711 5.378 4.666
H -8.831 7.709 4.546
H -8.110 6.953 2.164
H -4.371 4.848 4.356
H -4.963 3.203 4.602
H -2.637 2.751 4.304
H -2.608 4.993 2.203
H -1.914 5.083 3.819
H -1.220 3.982 2.631
H -3.934 1.445 2.811
H -2.175 2.461 0.709
H -0.367 1.300 0.144
H -1.198 -0.235 0.008
H 0.191 -0.885 2.156
H 1.285 0.385 1.631
H 2.748 0.032 -0.279
H 3.687 -1.533 -1.944
H 2.629 -3.728 -2.320
H -0.176 -5.052 -0.251
H -0.253 -4.695 -1.974
H 1.154 -5.521 -1.315
H -0.309 -2.805 0.642
H -4.142 3.742 0.808
H -5.312 2.466 1.112
```

SMILES string: [H]/N=c1/[nH]cc(C(=O)N2C[C@H](C)[C@H](NC(=O)CCc3cccc(C)c3)C2)o1
Charge: 0
HOMO energy, eV: -8.32
Frontier orbital gap, eV: 8.872


Which of them is most stable, and which least? Most stable: model b; least stable: model a.


Model a:
Formula: C4H3NO3
Source: the OMol25 dataset
Level of theory: ωB97M-V/def2-TZVPD

The geometry in XYZ format:
```
11
Properties=species:S:1:pos:R:3
C -1.904 -0.635 0.004
C -0.859 2.670 1.004
C 0.490 -0.162 0.031
C 1.631 -0.756 -0.708
N -0.720 -0.770 -0.211
O -3.055 -0.673 -0.038
O -1.798 2.675 1.633
O 0.590 0.735 0.868
H 1.543 -1.932 -0.494
H 2.502 -0.319 -0.307
H 1.580 -0.834 -1.783
```

Charge: 0
HOMO energy, eV: -10.70
Frontier orbital gap, eV: 11.047


Model b:
Formula: C4H3NO3
Source: the OMol25 dataset
Level of theory: ωB97M-V/def2-TZVPD

The geometry in XYZ format:
```
11
Properties=species:S:1:pos:R:3
N 0.458 1.468 0.978
C 0.199 0.356 0.290
C 0.693 -0.865 0.190
C -0.118 -1.659 -0.728
O 0.087 -2.779 -1.128
O -1.213 -0.853 -1.090
C -0.978 0.363 -0.652
O -1.707 1.285 -0.935
H -0.094 2.306 0.659
H 1.210 1.637 1.630
H 1.463 -1.258 0.786
```

SMILES string: NC1=CC(=O)OC1=O
Charge: 0
HOMO energy, eV: -9.77
Frontier orbital gap, eV: 9.476


Model c:
Formula: C4H3NO3
Source: the OMol25 dataset
Level of theory: ωB97M-V/def2-TZVPD

The geometry in XYZ format:
```
11
Properties=species:S:1:pos:R:3
N 2.540 0.615 -0.359
C 1.440 0.104 -0.311
C 0.150 -0.605 -0.619
O 0.026 -1.755 -1.099
C -1.112 0.253 -0.908
O -1.447 1.125 0.274
C -0.718 0.651 1.459
O -0.070 -0.452 1.548
H -2.100 -0.429 -0.935
H -1.100 0.709 -2.083
H -1.212 1.648 2.018
```

SMILES string: N#CC(=O)COC=O
Charge: 0
HOMO energy, eV: -10.93
Frontier orbital gap, eV: 10.487


Which of them is most stable, and which least? Most stable: model b; least stable: model c.